1.
The following is a DFT calculation (wB97M-V/def2-TZVPD) of a cluster of 2 separate species, C5H4BrO3 in total.

Last column: Löwdin charge in e.
Cartesian coordinates (Å):
Br: 1.980 1.376 0.367  0.2496
O: -0.186 -0.564 1.024  -0.2519
O: 2.270 -1.075 -1.625  0.1044
O: 3.137 -1.698 0.438  0.1407
C: -1.110 -0.776 -0.032  -0.2337
C: -0.957 1.497 0.381  -0.2630
C: -1.655 0.608 -0.315  -0.1402
C: 2.730 -1.296 -0.574  -0.5728
C: -0.012 0.810 1.307  -0.4514
H: -1.984 -1.263 0.435  0.1135
H: -1.006 2.614 0.444  0.0963
H: -0.650 -1.141 -1.014  0.1280
H: -2.556 0.906 -0.835  0.0804

LUMO energy: 3.5777 eV
F_max: 1.73 eV/Å
electronic energy: -81434.052 eV
energy relative to the best compared isomer or geometry (same formula, charge and spin): 16.3 kcal/mol
charge: -1

2.
The following is a DFT calculation (wB97M-V/def2-TZVPD) of the molecule C5H4BrP.

Last column: Löwdin charge in e.
Cartesian coordinates (Å):
Br: -3.704 -0.705 0.059  0.5742
P: -1.221 1.203 0.484  0.8132
C: 1.268 0.527 -0.188  -0.2240
C: 0.336 1.426 -0.430  -0.3775
C: -2.157 0.197 -0.422  -0.9473
C: 0.083 -1.616 0.332  0.1257
C: 1.158 -0.861 0.432  -0.2001
H: 0.653 2.278 -1.100  0.0890
H: 2.153 -1.092 0.761  0.0797
H: -0.727 -2.164 0.673  0.0100
H: 2.158 0.808 -0.601  0.0571

LUMO energy (alpha / beta): 0.0246 / -1.1655 eV
F_max: 2.94 eV/Å
electronic energy: -84573.543 eV
energy relative to the best compared isomer or geometry (same formula, charge and spin): 51.5 kcal/mol
charge: 0

3.
The following is a DFT calculation (wB97M-V/def2-TZVPD) of the molecule C5H4Cl2O3.

Last column: Löwdin charge in e.
Cartesian coordinates (Å):
Cl: -3.444 -0.589 -0.503  0.6569
Cl: 1.594 -2.211 0.202  0.7992
O: 1.345 0.693 -1.316  0.1458
O: 2.085 0.494 0.907  0.0491
O: 0.018 1.329 0.410  0.0352
C: 1.026 0.407 -0.030  -0.6064
C: -1.752 -0.240 -0.190  -0.6695
C: 0.425 -1.047 0.078  -0.5976
C: -0.881 -1.321 -0.255  -0.1361
C: -1.303 0.971 0.203  -0.1031
H: -1.943 1.808 0.473  0.1316
H: 2.202 0.963 -1.495  0.0910
H: -1.287 -2.323 -0.098  0.1180
H: 1.915 1.067 1.616  0.0860

LUMO energy: 0.3318 eV
F_max: 3.77 eV/Å
electronic energy: -36435.452 eV
energy relative to the best compared isomer or geometry (same formula, charge and spin): 0.2 kcal/mol
charge: 0
SMILES: OC1(O)OC=C(Cl)C=C1Cl

4.
The following is a DFT calculation (wB97M-V/def2-TZVPD) of a cluster of 2 separate species, C5H4ClF3NO2S in total.

Last column: Löwdin charge in e.
Cartesian coordinates (Å):
Cl: 1.275 -2.355 -2.243  0.5710
S: 1.790 -0.098 -0.134  0.9240
F: -1.291 -0.956 2.938  -0.0024
F: -1.738 -1.617 0.870  -0.0218
F: 0.037 -2.366 1.983  0.0181
O: 0.488 2.230 2.226  0.0529
O: 0.855 2.889 0.114  -0.0393
N: -0.455 -0.491 -1.465  -0.1031
C: 0.865 -0.706 -1.768  -0.9232
C: -0.585 0.692 -0.670  -0.2546
C: -0.698 -1.254 1.720  -0.3994
C: 0.651 2.119 1.068  -0.8158
C: 0.407 0.684 0.448  -0.3939
H: -0.359 1.658 -1.110  0.1227
H: 1.415 0.040 -2.342  0.0601
H: -1.106 -1.230 -1.236  0.1109
H: -1.551 0.761 -0.398  0.0939

LUMO energy (alpha / beta): 2.8891 / 2.8891 eV
F_max: 4.21 eV/Å
electronic energy: -42343.913 eV
energy relative to the best compared isomer or geometry (same formula, charge and spin): 73.7 kcal/mol
charge: -1

5.
The following is a DFT calculation (wB97M-V/def2-TZVPD) of a structure of composition C5H4ClI2N.

Last column: Löwdin charge in e.
Cartesian coordinates (Å):
I: -1.286 3.007 -0.124  0.7949
I: -0.657 0.858 -2.864  0.8279
Cl: -2.070 -0.925 -0.541  0.5807
N: 1.070 -1.385 0.177  0.0871
C: -0.278 1.312 -0.866  -1.3450
C: 1.432 -0.451 -0.604  -0.1825
C: -1.148 -0.691 0.931  -0.5158
C: 0.779 0.818 -0.360  -0.4006
C: 0.116 -1.077 1.110  -0.2636
H: 2.145 -0.668 -1.387  0.1185
H: 0.226 -1.255 2.158  0.1158
H: -1.670 -0.637 1.809  0.0364
H: 1.341 1.093 0.561  0.1463

LUMO energy: -0.2902 eV
F_max: 4.38 eV/Å
electronic energy: -35459.965 eV
energy relative to the best compared isomer or geometry (same formula, charge and spin): 37.5 kcal/mol
charge: 0

6.
The following is a DFT calculation (wB97M-V/def2-TZVPD) of the ion C5H4ClO with charge +1.

Last column: Löwdin charge in e.
Cartesian coordinates (Å):
Cl: 3.603 0.302 -0.011  0.8387
O: 1.345 -0.813 -0.244  -0.1093
C: -0.694 1.833 0.001  0.4341
C: -1.391 0.792 -0.125  -0.0529
C: 2.079 0.052 0.450  -0.5682
C: -1.108 -0.654 0.133  0.0172
C: 0.064 -1.273 -0.035  -0.0451
H: 0.227 -2.295 -0.056  0.1311
H: 0.191 2.425 0.115  0.1028
H: -2.380 0.846 -0.518  0.1559
H: -1.937 -1.215 0.290  0.0957

LUMO energy (alpha / beta): -7.7745 / -7.7752 eV
F_max: 4.30 eV/Å
electronic energy: -19804.347 eV
energy relative to the best compared isomer or geometry (same formula, charge and spin): 121.4 kcal/mol
charge: +1

7.
The following is a DFT calculation (wB97M-V/def2-TZVPD) of a structure of composition C5H4DyNO5.

Last column: Löwdin charge in e.
Cartesian coordinates (Å):
Dy: 1.135 0.496 -1.289  1.5760
O: -4.734 0.280 0.317  0.1174
O: 1.524 -1.902 1.382  0.2299
O: -2.745 -1.373 -0.121  0.1247
O: -1.431 0.893 0.961  0.2048
O: -0.576 -3.447 -0.546  0.3424
N: 2.547 1.641 0.326  -0.0441
C: -3.822 0.490 -0.356  0.0605
C: 1.390 -1.213 0.459  -0.0682
C: -1.506 -1.150 -0.266  -0.3823
C: -0.933 0.154 0.143  -0.2986
C: -0.609 -2.277 -0.548  -0.0202
H: 3.536 1.619 0.047  0.0932
H: 2.281 2.627 0.428  0.0907
H: 1.480 1.969 -2.176  -0.0943
H: 2.462 1.192 1.239  0.0681

LUMO energy (alpha / beta): -11.0977 / -11.0656 eV
F_max: 7.20 eV/Å
2S+1: 6
electronic energy: -41033.089 eV
energy relative to the best compared isomer or geometry (same formula, charge and spin): 167.5 kcal/mol
charge: +2
expectation value of S²: 9.76